Below is a single C7H9ClIN molecule in a non-equilibrium geometry, with properties calculated with the ωB97M-V functional and the def2-TZVPD basis.

Geometry as XYZ:
```
19
Properties=species:S:1:pos:R:3
C 1.01831 0.93088 1.71896
C 0.15824 0.89219 0.63395
C -0.69388 2.35079 0.44997
C 0.80273 -1.49625 0.52877
C 0.65424 -0.19926 -1.56023
C -1.42421 -0.77331 -0.36871
C -0.00338 -0.36266 -0.13509
N 1.56662 0.91635 2.74098
Cl -1.90764 2.35963 -0.67592
I -0.42828 4.02000 1.74134
H 0.34426 -1.51010 1.42653
H 1.89920 -1.32148 0.47617
H 0.67698 -2.31729 -0.24645
H 1.68172 0.13991 -1.35133
H 0.03412 0.39713 -2.13140
H 0.81076 -1.30848 -1.94986
H -1.96722 -0.07089 -0.93280
H -1.20934 -1.71488 -0.95511
H -2.01324 -0.93230 0.59022
```

Its LUMO energy (spin up / spin down) is -0.8 / -1.0 eV. Its energy above the lowest of the compared OMol25 structures with the same formula, charge and spin is 189.6 kJ/mol. As for the structure (SMILES): CC(C)(C)/C(C#N)=C(\Cl)I. The largest force on an atom is 7.24 eV Å⁻¹. Its HOMO-LUMO gap (spin up / spin down) is 7.92 / 7.54 eV.

These are the Löwdin partial charges, in e, on atoms 1 to 5: atom 1 (C): -0.3209, atom 2 (C): -0.1874, atom 3 (C): -1.1135, atom 4 (C): -0.0450, atom 5 (C): -0.0287

---

Below is a single C7H9ClN2O2 molecule in a non-equilibrium geometry, with properties calculated with the ωB97M-V functional and the def2-TZVPD basis.

Geometry as XYZ:
```
21
Properties=species:S:1:pos:R:3
C 0.93351 -1.92876 -0.16944
C -0.36798 -1.96238 -0.43671
C 1.85730 -0.71968 -0.02748
C 1.40668 0.50669 -0.14219
C -1.08714 -0.71514 -0.92938
C -0.90532 0.43380 0.01165
C -0.96291 0.12927 1.47458
N -1.31925 1.59926 -0.35831
N 1.65239 1.82754 -0.29099
O 1.51734 2.49713 0.76184
O 1.84712 2.36410 -1.35592
Cl 3.46827 -1.13921 0.21532
H 1.45468 -2.81191 0.03385
H -0.92664 -2.83163 -0.53281
H -0.56820 -0.46478 -1.93106
H -2.21687 -1.04515 -1.03133
H -1.23956 0.90626 2.11417
H -0.06676 -0.20368 1.91939
H -1.65224 -0.68145 1.56629
H -1.27310 2.03337 -1.32815
H -1.55133 2.20636 0.43667
```

Its LUMO energy is -0.1 eV. Its energy above the lowest of the compared OMol25 structures with the same formula, charge and spin is 658.0 kJ/mol. The largest force on an atom is 3.84 eV Å⁻¹. Its HOMO-LUMO gap is 8.34 eV.

These are the Löwdin partial charges, in e, on atoms 1 to 5: atom 1 (C): -0.1084, atom 2 (C): -0.1065, atom 3 (C): -0.7020, atom 4 (C): -0.0758, atom 5 (C): -0.1348

---

Below is a gas-phase ion, C7H9ClNS (charge +1) in a non-equilibrium geometry, with properties calculated with the ωB97M-V functional and the def2-TZVPD basis.

Geometry as XYZ:
```
19
Properties=species:S:1:pos:R:3
C -1.60592 -1.81643 -0.03379
C -0.29154 -2.08581 -0.33552
C -2.21454 -0.39893 -0.02750
C -1.39012 0.62607 -0.12377
C 0.96339 -1.24825 -0.72598
C 0.33350 2.59148 0.38631
C 1.09095 -0.29350 0.29384
N 1.55671 1.00759 0.24632
S -1.11467 2.21868 -0.45738
Cl -3.94643 -0.27832 0.28426
H -2.33345 -2.62836 -0.03780
H -0.10444 -3.09613 -0.06571
H 1.94887 -1.84756 -0.75006
H 0.89879 -0.80833 -1.72926
H 0.15424 2.73969 1.49856
H 0.99268 3.31344 -0.02841
H 0.97151 -0.63360 1.27010
H 1.89199 1.32503 -0.62755
H 2.19849 1.31324 0.96334
```

Its LUMO energy (spin up / spin down) is -5.0 / -5.0 eV. Its total charge is +1. Its energy above the lowest of the compared OMol25 structures with the same formula, charge and spin is 341.0 kJ/mol. The largest force on an atom is 4.55 eV Å⁻¹. Its HOMO-LUMO gap (spin up / spin down) is 7.14 / 7.14 eV.

These are the Löwdin partial charges, in e, on atoms 1 to 5: atom 1 (C): -0.0668, atom 2 (C): -0.0459, atom 3 (C): -0.6866, atom 4 (C): -0.4217, atom 5 (C): -0.1720

---

Below is 2 unconnected molecules or ions with the total composition C7H9ClOS in a non-equilibrium geometry, with properties calculated with the ωB97M-V functional and the def2-TZVPD basis.

Geometry as XYZ:
```
19
Properties=species:S:1:pos:R:3
C 0.52233 -0.97397 2.91629
C -0.62024 -1.34111 1.91310
C 1.66888 -1.38387 2.53018
C 0.05450 -1.65278 0.61698
C -0.28637 0.98806 -3.64973
C -0.22404 1.55625 -2.42762
C -0.54546 -1.92094 -0.53932
O -1.84706 -1.64266 -0.83915
S 1.84148 -1.89114 0.84572
Cl 0.34745 -2.32256 -1.92038
H 0.29943 -0.73056 3.97161
H -1.27471 -2.22695 2.09558
H 2.52500 -1.24264 3.09530
H 0.58990 1.17881 -4.33892
H -1.21151 0.50383 -4.01988
H -1.13004 -0.45002 1.75474
H -1.17949 1.80731 -1.89754
H 0.72482 1.71855 -1.99365
H -2.21920 -2.01077 -1.64104
```

Its LUMO energy is 0.7 eV. Its energy above the lowest of the compared OMol25 structures with the same formula, charge and spin is 234.6 kJ/mol. As for the structure (SMILES): O/C(Cl)=C1\CC=CS1.C=C. The largest force on an atom is 4.77 eV Å⁻¹. Its HOMO-LUMO gap is 8.37 eV.

These are the Löwdin partial charges, in e, on atoms 1 to 5: atom 1 (C): -0.1629, atom 2 (C): -0.1602, atom 3 (C): -0.4433, atom 4 (C): -0.5224, atom 5 (C): -0.1040